Entry 1:
8
Properties=species:S:1:pos:R:3:nbo_charge:R:1 method="wB97M-V/def2-TZVPD" relative_energy_ev=3.535 largest_force_ev_per_a=6.070 e_lumo_ha="-0.0511 / -0.0511" total_energy_ha=-1121.2616 orbital_gap_ha="0.26166 / 0.26156" smiles="PC(P)=S" spin_multiplicity=1 homo_energy_ev="-8.5 / -8.5"
C -0.0706 0.0157 -0.0565 -0.627
P 0.5533 -1.7100 0.0290 0.353
P 0.7708 1.6098 -0.1006 0.383
S -1.9859 0.2685 -0.0984 -0.116
H -0.7489 -2.2933 0.0286 0.018
H 0.5530 -1.7110 -1.2838 -0.007
H -0.3438 2.2530 0.3466 0.015
H 1.2720 1.5673 1.1350 -0.019

---

Entry 2:
7
Properties=species:S:1:pos:R:3:nbo_charge:R:1 method="wB97M-V/def2-TZVPD" relative_energy_ev=1.329 largest_force_ev_per_a=0.416 e_lumo_ha=-0.0212 total_energy_ha=-836.8173 orbital_gap_ha=0.31329 smiles="C=S.S" spin_multiplicity=1 homo_energy_ev=-9.1
C -0.1376 -1.3276 -0.0538 -0.465
H 0.8282 1.6848 -0.5490 0.145
H -0.5542 1.3632 0.7889 0.127
H 0.0201 -0.2898 0.2447 0.172
H -0.5261 -1.9899 0.7225 0.191
S 0.1881 2.4065 0.3851 -0.267
S 0.1814 -1.8472 -1.5384 0.097

---

Entry 3:
9
Properties=species:S:1:pos:R:3:nbo_charge:R:1 method="wB97M-V/def2-TZVPD" largest_force_ev_per_a=3.774 e_lumo_ha=-0.4998 total_energy_ha=-433.2477 charge=+2 orbital_gap_ha=0.27205 spin_multiplicity=1 homo_energy_ev=-21.0
O 0.2371 0.3900 0.1389 -0.972
H -0.6158 -2.4308 0.8918 0.623
C 0.4606 1.7581 0.0947 -0.285
H 1.1298 2.0497 -0.7362 0.224
H -0.4815 2.3247 -0.0294 0.229
H 0.9383 2.1124 1.0272 0.257
Al -0.0909 -0.8122 -0.7385 2.368
O -0.4960 -2.3771 -0.1125 -1.046
H -1.0816 -3.0148 -0.5361 0.602

---

Entry 4:
12
Properties=species:S:1:pos:R:3:nbo_charge:R:1 method="wB97M-V/def2-TZVPD" relative_energy_ev=1.898 largest_force_ev_per_a=5.868 e_lumo_ha=-0.0106 total_energy_ha=-401.2801 orbital_gap_ha=0.35388 spin_multiplicity=1 homo_energy_ev=-9.9
B -1.0042 -0.7580 0.4510 1.184
C 0.5035 0.7042 -0.8403 0.768
N 1.7176 1.3358 -0.8397 -0.853
N 0.1357 0.0937 0.3371 -0.908
O -0.0869 0.7212 -1.8755 -0.601
O -1.6904 -1.3611 -0.5272 -0.877
O -1.2832 -1.1194 1.7412 -0.886
H 2.3669 0.9558 -0.1551 0.387
H 1.9499 1.6219 -1.8061 0.415
H 0.2549 0.8302 1.5375 0.394
H -2.1756 -2.1468 -0.3806 0.507
H -0.6884 -0.8774 2.3576 0.471

---

Entry 5:
13
Properties=species:S:1:pos:R:3:nbo_charge:R:1 method="wB97M-V/def2-TZVPD" relative_energy_ev=1.180 largest_force_ev_per_a=5.616 e_lumo_ha=0.1333 total_energy_ha=-819.9590 charge=-1 orbital_gap_ha=0.30531 spin_multiplicity=1 homo_energy_ev=-4.7
B 1.3062 -0.1419 0.2190 0.964
C 0.5086 1.2727 -0.0780 -0.404
N -1.9821 -1.5641 -0.2701 -1.023
O -1.9383 0.5606 1.2958 -0.975
O -0.7437 1.0203 -0.8611 -0.737
O 2.6729 0.1101 0.6475 -0.946
O 0.8648 -1.2644 0.0315 -1.048
S -1.9802 0.2306 -0.1013 1.569
H 0.2635 1.9311 0.7825 0.191
H 1.0128 1.8841 -0.8333 0.186
H -1.9503 -1.5049 -1.2644 0.332
H 2.9031 -0.7621 0.6216 0.461
H -0.9371 -1.7720 -0.1898 0.431

---

Entry 6:
8
Properties=species:S:1:pos:R:3:nbo_charge:R:1 method="wB97M-V/def2-TZVPD" relative_energy_ev=3.158 largest_force_ev_per_a=4.721 e_lumo_ha=0.0184 total_energy_ha=-141.1129 orbital_gap_ha=0.39079 spin_multiplicity=1 homo_energy_ev=-10.1
B -0.4096 0.7732 -0.3445 0.155
C 0.1171 -0.7869 -0.3107 -0.290
O -0.1041 -0.0622 0.9659 -0.639
H 0.5505 1.5180 -0.5126 -0.063
H -1.5885 0.9060 -0.4947 -0.046
H 1.1500 -1.0001 -0.3484 0.172
H -0.3515 -1.6639 -0.4566 0.188
H 0.6361 0.3159 1.5017 0.523

---

Entry 7:
9
Properties=species:S:1:pos:R:3:nbo_charge:R:1 method="wB97M-V/def2-TZVPD" relative_energy_ev=1.981 largest_force_ev_per_a=4.103 e_lumo_ha=0.0033 total_energy_ha=-2724.4837 orbital_gap_ha=0.34278 spin_multiplicity=1 homo_energy_ev=-9.2
C -0.0440 0.6242 -0.9840 -0.456
N -0.1222 0.7783 0.4569 -0.400
N 0.2972 -0.7862 1.4442 -0.602
Br -0.0975 -2.3492 0.4842 0.131
H -0.1079 1.6802 -1.3459 0.224
H 0.8035 0.0605 -1.1969 0.216
H -0.9267 0.1437 -1.2610 0.184
H -1.1122 0.7173 0.7850 0.349
H 1.3098 -0.8687 1.6176 0.355

---

Entry 8:
10
Properties=species:S:1:pos:R:3:nbo_charge:R:1 method="wB97M-V/def2-TZVPD" relative_energy_ev=2.800 largest_force_ev_per_a=5.491 e_lumo_ha="-0.2454 / -0.2581" total_energy_ha=-3065.6346 charge=+1 orbital_gap_ha="0.29570 / 0.25483" spin_multiplicity=1 homo_energy_ev="-14.7 / -14.0"
C 0.1859 0.1572 -0.1914 0.233
N -1.0692 0.3065 -0.6582 -0.713
N 1.0332 -0.6269 -0.6914 -0.697
P 0.7351 1.1278 1.2672 0.447
Br -0.7159 -2.1075 2.3945 -0.004
H -1.1886 -0.0770 -1.6370 0.410
H -1.5709 1.1016 -0.4305 0.424
H 0.9420 -1.1941 -1.5957 0.449
H 1.9512 -0.6306 -0.2671 0.441
H -0.3028 1.9431 1.8096 0.009

---

Entry 9:
11
Properties=species:S:1:pos:R:3:nbo_charge:R:1 method="wB97M-V/def2-TZVPD" relative_energy_ev=1.850 largest_force_ev_per_a=5.896 e_lumo_ha="-0.2296 / -0.2264" total_energy_ha=-2854.2433 charge=+1 orbital_gap_ha="0.30109 / 0.30689" spin_multiplicity=1 homo_energy_ev="-14.4 / -14.5"
C 0.4528 -0.2155 -1.0186 0.897
N 0.3040 0.7173 -1.8267 -0.769
N 0.2949 0.5627 0.7760 -0.429
N -0.0306 -0.5008 1.4158 -0.368
O 0.5687 -1.3706 -0.8563 -0.466
Br -2.3352 -0.9483 1.5976 -0.064
H 0.1620 1.6909 -1.7130 0.459
H 0.1857 0.3397 -2.7400 0.448
H -0.1135 1.4670 0.8242 0.405
H 0.0122 -0.4717 2.4748 0.448
H 0.4990 -1.2705 1.0663 0.437

---

Entry 10:
11
Properties=species:S:1:pos:R:3:nbo_charge:R:1 method="wB97M-V/def2-TZVPD" relative_energy_ev=2.543 largest_force_ev_per_a=2.932 e_lumo_ha="-0.0083 / -0.0083" total_energy_ha=-3130.3808 orbital_gap_ha="0.28104 / 0.28109" spin_multiplicity=1 homo_energy_ev="-7.9 / -7.9"
C -0.3642 -1.8306 -0.7013 -0.811
O 0.7855 0.6035 1.9429 -1.107
O 0.7079 1.4806 -0.6803 -1.125
O -1.3163 1.7720 1.0685 -1.105
Si -0.0556 0.8997 0.6126 2.258
Br 0.7268 -1.6132 -2.2842 -0.058
H 0.0550 -2.6032 -0.0736 0.182
H -1.3902 -2.0113 -0.9965 0.186
H 1.5159 -0.0099 1.9632 0.523
H 1.0510 0.8859 -1.3520 0.534
H -1.7158 2.4266 0.5007 0.524

---

Entry 11:
10
Properties=species:S:1:pos:R:3:nbo_charge:R:1 method="wB97M-V/def2-TZVPD" largest_force_ev_per_a=2.702 e_lumo_ha="0.0262 / -0.1021" total_energy_ha=-1592.2287 orbital_gap_ha="0.28339 / 0.23405" spin_multiplicity=3 homo_energy_ev="-7.0 / -9.1"
C -1.8963 -1.9453 -0.3756 -1.094
Si -1.5258 -0.5078 -1.5540 0.821
P 2.3954 2.0772 0.0465 0.338
Cl 1.2089 3.4251 0.9060 -0.271
Cl -0.1139 0.5043 -0.2216 -0.468
H -2.2692 -1.5864 0.6148 0.252
H -2.6062 -2.6482 -0.8629 0.245
H -0.9373 -2.3116 -0.0198 0.252
H 3.6155 2.1509 0.8217 -0.042
H 2.1289 0.8419 0.6450 -0.032

---

Entry 12:
9
Properties=species:S:1:pos:R:3:nbo_charge:R:1 method="wB97M-V/def2-TZVPD" relative_energy_ev=2.842 largest_force_ev_per_a=5.218 e_lumo_ha=0.0005 total_energy_ha=-610.6871 orbital_gap_ha=0.31782 spin_multiplicity=1 homo_energy_ev=-8.6
C -0.7779 -1.1993 0.1950 0.009
N -0.4746 1.1967 -1.0607 -1.139
N 0.5055 -0.8692 0.6196 -0.740
Cl -0.9935 -2.6409 -0.6703 0.020
H -0.8727 0.0318 -0.7573 0.332
H 0.0903 1.0527 -1.9368 0.354
H -1.3039 1.7930 -1.1731 0.362
H 1.2325 -1.5154 0.7059 0.378
H 0.6949 0.0737 0.7932 0.425